No. 1
Density functional theory data (wB97M-V/def2-TZVPD) for a structure of composition C33H27BrI2IrN6O7 in a non-equilibrium geometry.

## Properties
2S+1: 2
E_HOMO (spin up / spin down): -12.5 / -12.4 eV
largest force on an atom: 3.87 eV/A
⟨S²⟩: 0.76
energy relative to the best compared isomer or geometry (same formula, charge and spin): 61.84 kcal per mole
total charge: +2
HOMO-LUMO gap (spin up / spin down): 3.4794 / 3.3709 eV

Structure (XYZ):
```
77
C33H27BrI2IrN6O7 | the Open Molecules 2025 dataset | wB97M-V/def2-TZVPD
Ir 1.49 1.02 -0.54
I 0.64 -6.45 -0.36
C 1.16 -4.46 -0.15
C 1.66 -4.00 1.07
C 2.00 -2.67 1.20
I 2.59 -1.95 3.07
C 1.89 -1.78 0.13
O 2.26 -0.49 0.37
C 1.37 -2.24 -1.09
C 1.10 -1.38 -2.30
N 1.82 -0.09 -2.25
C 1.61 0.75 -3.45
C 2.07 2.15 -3.15
C 2.42 3.06 -4.13
C 2.79 4.34 -3.76
C 2.79 4.70 -2.42
C 2.43 3.75 -1.48
N 2.07 2.50 -1.84
C 1.02 -3.59 -1.21
H 1.75 -4.67 1.91
H 0.04 -1.15 -2.38
H 1.41 -1.91 -3.21
H 2.82 -0.30 -2.18
H 0.54 0.76 -3.65
H 2.12 0.33 -4.31
H 2.42 2.75 -5.16
H 3.07 5.06 -4.51
H 3.08 5.69 -2.09
H 2.42 3.96 -0.42
H 0.63 -3.95 -2.15
C 3.74 1.84 2.04
C 2.32 2.24 2.16
N 1.36 2.10 1.24
C 0.20 2.62 1.78
C 0.46 3.07 3.04
N 1.79 2.83 3.24
C -0.28 3.72 4.18
O -1.58 3.88 4.07
O 0.37 4.06 5.13
C -1.08 2.60 1.07
O -2.15 2.77 1.61
O -0.93 2.33 -0.24
H 3.90 1.25 1.15
H 4.03 1.23 2.90
H 4.38 2.72 2.02
H 2.25 3.09 4.10
H -1.94 3.50 3.24
C -1.68 2.25 -3.11
O -1.34 1.23 -2.16
C -1.91 1.39 -0.89
C -3.30 1.92 -0.89
C -4.34 1.09 -0.61
Br -6.10 1.73 -0.76
C -4.16 -0.24 -0.17
C -2.86 -0.70 0.13
C -1.79 0.09 -0.16
O -0.50 -0.23 0.15
C -2.66 -2.04 0.71
N -3.27 -3.11 0.30
C -2.77 -4.14 1.09
C -3.11 -5.49 1.10
C -2.50 -6.30 2.04
C -1.56 -5.78 2.94
C -1.19 -4.45 2.93
C -1.82 -3.65 1.98
N -1.70 -2.28 1.69
H -2.75 2.24 -3.33
H -1.14 2.00 -4.03
H -1.37 3.24 -2.76
H -3.46 2.95 -1.16
H -5.00 -0.89 0.02
H -0.43 -1.15 0.48
H -3.85 -5.88 0.41
H -2.75 -7.35 2.09
H -1.11 -6.45 3.67
H -0.48 -4.05 3.64
H -1.46 -1.60 2.40
```

=====

No. 2
Density functional theory data (wB97M-V/def2-TZVPD) for a structure of composition C24H28ClF9IrN2O3 in a non-equilibrium geometry.

## Properties
2S+1: 5
E_HOMO (spin up / spin down): 0.0 / -5.0 eV
largest force on an atom: 2.39 eV/A
⟨S²⟩: 6.04
total charge: -1
HOMO-LUMO gap (spin up / spin down): 2.6733 / 7.4623 eV

Structure (XYZ):
```
68
C24H28ClF9IrN2O3 | the Open Molecules 2025 dataset | wB97M-V/def2-TZVPD
Ir -0.65 -0.06 -0.02
Cl -2.59 0.37 1.12
N -0.06 1.90 -0.20
N -0.20 -2.09 -0.17
C -0.89 2.73 -0.84
C -0.86 -2.91 -0.97
C 1.13 2.75 0.19
C 0.49 4.13 0.27
C 2.18 2.84 -0.91
C 1.84 2.36 1.47
H 1.73 3.01 -1.90
H 2.83 1.96 -0.93
H 2.82 3.70 -0.66
H 1.18 2.48 2.32
H 2.71 3.03 1.60
H 2.23 1.34 1.41
C 0.80 -2.92 0.60
C 0.69 -4.29 -0.08
C 0.39 -3.03 2.04
C 2.21 -2.37 0.50
H 2.56 -2.38 -0.54
H 2.88 -3.01 1.10
H 2.27 -1.35 0.92
H -0.67 -3.26 2.13
H 0.64 -2.09 2.54
H 0.95 -3.85 2.52
O -0.40 -4.15 -1.04
H 0.41 -5.09 0.61
H 1.58 -4.56 -0.66
O -0.63 4.01 -0.68
H 1.12 4.96 -0.08
H 0.06 4.35 1.26
C -1.98 2.36 -1.77
C -1.98 -2.56 -1.88
C -1.50 -1.33 -2.52
H -2.85 -2.37 -1.24
H -2.18 -3.38 -2.57
C -1.80 -0.10 -1.80
C -1.52 1.16 -2.48
H -2.77 -0.12 -1.27
C -0.85 1.16 -3.68
C -0.46 -0.06 -4.27
C -0.52 2.46 -4.37
C -0.80 -1.30 -3.70
H 0.06 -0.04 -5.23
C -0.39 -2.59 -4.37
H 0.02 -2.38 -5.36
H -1.24 -3.26 -4.50
H 0.37 -3.13 -3.80
H -1.40 3.10 -4.45
H -0.16 2.25 -5.38
H 0.26 3.02 -3.84
H -2.19 3.21 -2.44
H -2.85 2.15 -1.15
F -0.91 2.36 2.91
C -0.97 1.48 3.94
F -0.47 2.14 5.03
F -2.28 1.21 4.17
C -0.08 0.17 3.62
O 0.16 0.01 2.34
C 1.31 0.25 4.43
F 1.19 0.08 5.78
F 2.14 -0.73 3.96
F 1.95 1.43 4.24
C -0.85 -1.01 4.49
F -1.33 -0.57 5.68
F -1.89 -1.50 3.78
F -0.03 -2.06 4.78
```

=====

No. 3
Density functional theory data (wB97M-V/def2-TZVPD) for the molecule C4H8ClN3 in a non-equilibrium geometry.

## Properties
SMILES: [H]/N=C1\NC[C@H](N)[C@H]1Cl
E_HOMO: -9.3 eV
largest force on an atom: 2.28 eV/A
energy relative to the best compared isomer or geometry (same formula, charge and spin): 0.00 kcal per mole
HOMO-LUMO gap: 10.1514 eV

Structure (XYZ):
```
16
C4H8ClN3 | the Open Molecules 2025 dataset | wB97M-V/def2-TZVPD
H -0.92 2.95 -0.43
N -1.13 1.99 -0.77
C -0.24 1.17 -0.27
N 0.81 1.41 0.62
C 1.34 0.14 1.13
C 0.99 -0.89 0.07
N 2.06 -0.97 -0.91
C -0.32 -0.33 -0.52
Cl -1.78 -1.08 0.29
H 0.67 2.19 1.23
H 2.44 0.19 1.25
H 0.92 -0.13 2.12
H 0.88 -1.92 0.43
H 1.91 -1.75 -1.54
H 2.09 -0.13 -1.45
H -0.52 -0.50 -1.58
```

=====

No. 4
Density functional theory data (wB97M-V/def2-TZVPD) for a structure of composition C33H38BrCl2N5O2SW in a non-equilibrium geometry.

## Properties
E_HOMO (spin up / spin down): -11.8 / -11.8 eV
largest force on an atom: 1.29 eV/A
energy relative to the best compared isomer or geometry (same formula, charge and spin): 336.77 kcal per mole
total charge: +2
HOMO-LUMO gap (spin up / spin down): 5.1068 / 5.0988 eV

Structure (XYZ):
```
83
C33H38BrCl2N5O2SW | the Open Molecules 2025 dataset | wB97M-V/def2-TZVPD
W 0.05 0.42 -1.13
O -1.81 -0.98 3.68
C -2.52 0.07 3.20
C -3.82 0.16 3.69
C -4.67 1.14 3.23
C -4.27 2.01 2.22
C -3.01 1.89 1.71
C -2.06 0.97 2.21
C -0.77 0.91 1.56
O -1.34 -0.87 -0.48
N 0.22 0.46 2.31
N 1.44 0.16 1.60
C 1.03 -0.82 0.50
C 2.08 -1.87 0.28
Br 1.56 -3.09 -1.08
C 3.18 -2.19 0.97
C 3.64 -1.55 2.24
C 4.83 -0.82 2.31
C 5.22 -0.24 3.50
C 4.45 -0.39 4.65
C 3.29 -1.15 4.60
C 2.89 -1.73 3.40
H -0.97 -1.08 3.22
H -4.12 -0.55 4.45
H -5.68 1.20 3.64
H -4.96 2.75 1.84
H -2.70 2.53 0.89
H -0.21 4.97 0.18
H 0.33 0.47 3.32
H 0.18 -1.33 0.94
H 3.74 -3.06 0.64
H 5.45 -0.73 1.42
H 6.15 0.32 3.55
H 4.77 0.06 5.58
H 2.70 -1.31 5.50
H 2.01 -2.36 3.37
Cl -0.40 3.70 -0.23
C 0.93 3.90 -1.58
Cl 0.64 2.68 -2.75
H 0.80 4.89 -2.01
H -1.75 3.86 -0.01
C 2.11 1.45 1.16
C 2.94 1.26 -0.07
C 4.31 1.58 -0.10
C 4.99 1.44 -1.27
C 4.34 0.91 -2.41
C 5.00 0.69 -3.63
C 4.32 0.15 -4.69
C 2.96 -0.19 -4.56
C 2.29 0.03 -3.39
S 0.60 -0.41 -3.18
C 2.97 0.60 -2.29
N 2.27 0.85 -1.14
H 2.71 1.81 1.99
H 2.08 -0.33 2.24
H 1.32 2.14 0.93
H 4.78 1.95 0.80
H 6.04 1.70 -1.34
H 6.05 0.94 -3.72
H 4.82 -0.03 -5.63
H 2.44 -0.65 -5.40
C -6.29 -1.00 -1.69
C -5.14 -1.64 -2.46
N -3.85 -1.46 -1.78
C -3.56 -2.46 -0.74
C -2.64 -3.56 -1.24
C -3.02 -0.48 -2.12
C -3.34 0.43 -3.28
N -1.91 -0.16 -1.52
H -7.23 -1.18 -2.21
H -6.15 0.08 -1.60
H -6.37 -1.42 -0.69
H -5.09 -1.24 -3.47
H -5.30 -2.71 -2.57
H -4.53 -2.88 -0.45
H -3.15 -1.97 0.14
H -3.06 -4.04 -2.13
H -2.51 -4.32 -0.47
H -1.66 -3.15 -1.49
H -3.38 -0.14 -4.21
H -2.56 1.18 -3.38
H -4.30 0.93 -3.14
H -0.85 1.94 -0.92
```

=====

No. 5
Density functional theory data (wB97M-V/def2-TZVPD) for a cluster of 3 separate species, C19H22F6O9 in total in a non-equilibrium geometry.

## Properties
SMILES: C#CCC1=C(OCCOCC)C(=O)OC1=O.CCOC(=O)C(F)(F)F.CCOC(=O)C(F)(F)F
E_HOMO: -10.1 eV
largest force on an atom: 1.94 eV/A
energy relative to the best compared isomer or geometry (same formula, charge and spin): 0.00 kcal per mole
HOMO-LUMO gap: 9.4606 eV

Structure (XYZ):
```
56
C19H22F6O9 | the Open Molecules 2025 dataset | wB97M-V/def2-TZVPD
C -3.10 0.22 -1.28
C -3.31 -0.31 -0.22
C -3.83 -1.03 0.96
C -2.73 -1.82 1.60
C -2.25 -1.74 2.83
O -2.58 -0.91 3.84
C -2.40 0.48 3.55
C -1.05 0.84 2.95
O 0.01 0.50 3.82
C 1.14 1.34 3.67
C 1.61 1.56 2.22
C -1.17 -2.78 3.06
O -0.57 -3.05 4.05
O -1.04 -3.41 1.84
C -1.93 -2.92 0.93
O -2.04 -3.28 -0.20
H -2.68 0.53 -2.20
H -4.60 -1.75 0.66
H -4.31 -0.36 1.67
H -3.17 0.92 2.91
H -2.47 1.00 4.51
H -1.06 1.93 2.77
H -0.87 0.38 1.97
H 1.02 2.31 4.18
H 1.96 0.83 4.19
H 1.11 2.46 1.84
H 2.68 1.79 2.23
H 1.41 0.71 1.56
C -2.94 -5.19 -2.52
C -1.89 -4.34 -3.22
O -1.66 -4.81 -4.56
C -2.51 -4.37 -5.48
O -3.43 -3.64 -5.30
C -2.10 -4.92 -6.86
F -1.77 -6.21 -6.81
F -1.04 -4.25 -7.33
F -3.09 -4.79 -7.74
H -2.67 -6.24 -2.55
H -3.05 -4.88 -1.49
H -3.91 -5.10 -3.02
H -0.94 -4.43 -2.70
H -2.17 -3.29 -3.22
C 6.96 5.01 -0.35
C 6.14 4.81 0.90
O 4.89 5.52 0.82
C 3.91 4.90 0.17
O 4.00 3.82 -0.34
C 2.63 5.75 0.20
F 2.89 7.04 -0.04
F 2.05 5.67 1.41
F 1.75 5.33 -0.70
H 7.11 6.08 -0.54
H 7.94 4.54 -0.25
H 6.46 4.59 -1.22
H 6.66 5.22 1.76
H 5.96 3.75 1.10
```

=====

No. 6
Density functional theory data (wB97M-V/def2-TZVPD) for a structure of composition C2H28CdF6NO18S2 in a non-equilibrium geometry.

## Properties
E_HOMO: -12.6 eV
largest force on an atom: 5.70 eV/A
energy relative to the best compared isomer or geometry (same formula, charge and spin): 0.00 kcal per mole
total charge: +1
HOMO-LUMO gap: 7.9054 eV

Structure (XYZ):
```
58
C2H28CdF6NO18S2 | the Open Molecules 2025 dataset | wB97M-V/def2-TZVPD
Cd -1.66 0.88 -1.89
C -1.12 1.85 2.19
F 0.02 2.51 2.22
F -1.57 1.58 3.36
F -1.98 2.59 1.48
S -0.88 0.18 1.31
O 0.08 -0.51 2.13
O -2.17 -0.45 1.21
N -0.42 0.53 -0.35
S 1.18 0.37 -0.38
O 1.59 0.88 -1.67
O 1.91 0.92 0.75
C 1.45 -1.51 -0.37
F 2.18 -1.89 0.65
F 0.28 -2.13 -0.32
F 2.06 -1.81 -1.50
O -3.33 1.62 -0.73
H -4.08 1.15 -0.33
H -3.42 2.54 -0.43
O 4.20 0.14 -4.14
H 4.24 -0.70 -4.62
H 4.29 -0.12 -3.21
O -2.68 -0.94 -1.88
H -3.03 -1.26 -2.73
H -2.72 -1.73 -1.28
O 1.41 1.38 -4.92
H 2.21 1.73 -4.51
H 1.73 0.78 -5.61
O -2.64 -3.44 -0.70
H -1.99 -3.95 -0.21
H -3.46 -3.93 -0.61
O -0.38 -0.05 -3.44
H -0.07 -0.97 -3.52
H 0.24 0.51 -3.99
O 2.29 -3.33 4.13
H 2.12 -2.98 5.00
H 2.31 -2.55 3.55
O -4.04 -1.29 3.24
H -3.45 -1.51 2.51
H -4.89 -1.13 2.83
O 1.06 -3.38 -4.08
H 1.54 -3.24 -4.89
H 1.68 -3.85 -3.49
O -0.78 5.08 3.36
H -0.45 5.48 2.54
H -0.55 4.15 3.29
O 3.12 0.08 3.20
H 2.64 0.46 3.94
H 2.65 0.39 2.41
O -5.27 3.76 2.80
H -5.48 4.67 2.53
H -4.34 3.65 2.57
O 2.21 4.00 3.59
H 3.16 3.89 3.75
H 2.14 4.00 2.63
O 3.22 -4.38 -2.48
H 3.77 -3.66 -2.13
H 3.84 -5.06 -2.74
```

=====

No. 7
Density functional theory data (wB97M-V/def2-TZVPD) for a structure of composition C25H30N5O2RuSi in a non-equilibrium geometry.

## Properties
E_HOMO (spin up / spin down): -17.3 / -17.3 eV
largest force on an atom: 1.27 eV/A
energy relative to the best compared isomer or geometry (same formula, charge and spin): 13.17 kcal per mole
total charge: +3
HOMO-LUMO gap (spin up / spin down): 5.0670 / 5.0640 eV

Structure (XYZ):
```
64
C25H30N5O2RuSi | the Open Molecules 2025 dataset | wB97M-V/def2-TZVPD
Ru 0.65 -0.47 0.24
N 2.49 -1.40 -0.38
C 3.22 -1.37 0.87
C 4.56 -1.18 0.99
C 5.19 -1.32 2.24
C 4.47 -1.70 3.35
C 3.07 -1.88 3.25
C 2.24 -2.31 4.32
C 0.89 -2.44 4.12
C 0.34 -2.08 2.88
N 1.09 -1.69 1.86
C 2.45 -1.65 2.02
H 2.18 -2.36 -0.58
H 3.07 -1.10 -1.16
H 5.17 -0.96 0.11
H 6.26 -1.17 2.32
H 4.96 -1.87 4.29
H 2.68 -2.52 5.29
H 0.24 -2.80 4.90
H -0.74 -2.10 2.72
O -6.64 -1.76 -1.35
C -6.06 -0.91 -2.29
N -5.46 0.29 -1.71
C -4.26 0.42 -1.13
O -3.82 1.49 -0.74
C -3.36 -0.78 -0.93
C -3.73 -2.09 -0.64
C -2.73 -3.02 -0.34
C -1.42 -2.62 -0.29
N -1.07 -1.34 -0.54
C -2.02 -0.46 -0.88
H -7.50 -1.43 -1.05
H -6.76 -0.58 -3.05
H -5.28 -1.49 -2.79
H -6.01 1.14 -1.72
H -4.77 -2.39 -0.61
H -2.98 -4.06 -0.14
H -0.62 -3.31 -0.05
H -1.72 0.55 -1.11
C 3.05 1.08 -2.54
Si 1.27 1.64 -2.45
C 1.06 3.43 -2.88
C 0.18 0.56 -3.50
N 0.69 1.29 -0.74
C 0.50 2.11 0.29
C 1.09 3.41 0.42
C 0.84 4.16 1.53
C 0.03 3.65 2.57
C -0.55 2.37 2.48
C -0.33 1.62 1.37
H 3.56 1.71 -3.28
H 3.13 0.05 -2.91
H 3.60 1.20 -1.60
H 0.99 3.49 -3.97
H 1.92 4.04 -2.58
H 0.15 3.87 -2.46
H 0.64 0.47 -4.48
H -0.80 1.02 -3.63
H 0.05 -0.44 -3.08
H 1.74 3.79 -0.36
H 1.26 5.15 1.62
H -0.17 4.26 3.44
H -1.20 2.02 3.27
H -0.96 0.73 1.21
```

=====

No. 8
Density functional theory data (wB97M-V/def2-TZVPD) for the ion C3H5N2O2 with charge +1 in a non-equilibrium geometry.

## Properties
SMILES: C[NH2+]C#C[N+](=O)[O-]
E_HOMO: -15.3 eV
largest force on an atom: 4.33 eV/A
energy relative to the best compared isomer or geometry (same formula, charge and spin): 160.49 kcal per mole
total charge: +1
HOMO-LUMO gap: 10.4763 eV

Structure (XYZ):
```
12
C3H5N2O2 | the Open Molecules 2025 dataset | wB97M-V/def2-TZVPD
C -0.89 0.46 0.00
N 0.59 0.08 -0.24
C 0.89 0.07 -1.62
C 1.18 0.15 -2.79
N 1.52 0.20 -4.13
O 0.83 0.90 -4.81
O 2.44 -0.44 -4.47
H -1.40 -0.33 -0.57
H -1.15 0.33 1.09
H -1.33 1.41 -0.27
H 1.48 0.54 0.18
H 0.63 -0.91 0.08
```

=====

No. 9
Density functional theory data (wB97M-V/def2-TZVPD) for a cluster of 2 separate species, C2H8NOS in total in a non-equilibrium geometry.

## Properties
E_HOMO: -2.8 eV
largest force on an atom: 1.57 eV/A
energy relative to the best compared isomer or geometry (same formula, charge and spin): 8.30 kcal per mole
total charge: -1
HOMO-LUMO gap: 7.0342 eV

Structure (XYZ):
```
13
C2H8NOS | the Open Molecules 2025 dataset | wB97M-V/def2-TZVPD
C 0.02 -0.18 -2.20
S 0.04 1.52 -1.48
H 0.84 -0.82 -1.85
H -0.89 -0.71 -1.90
H 0.15 -0.19 -3.29
N 0.93 0.47 1.53
C -0.12 -0.51 1.49
O -1.40 0.02 1.15
H 0.97 1.01 0.65
H 0.87 0.99 2.38
H 0.18 -1.23 0.71
H -0.32 -1.03 2.41
H -1.26 0.64 0.39
```

=====

No. 10
Density functional theory data (wB97M-V/def2-TZVPD) for the molecule C6H6N2O in a non-equilibrium geometry.

## Properties
SMILES: C#CCN(CC#C)N=O
E_HOMO: -9.5 eV
largest force on an atom: 5.61 eV/A
energy relative to the best compared isomer or geometry (same formula, charge and spin): 177.61 kcal per mole
HOMO-LUMO gap: 9.2770 eV

Structure (XYZ):
```
15
C6H6N2O | the Open Molecules 2025 dataset | wB97M-V/def2-TZVPD
C 0.02 -3.03 -1.51
C -0.24 -2.14 -0.70
C -0.61 -1.11 0.20
N -0.45 0.20 -0.46
C -0.44 1.43 0.49
C 0.89 1.61 1.09
C 1.80 1.93 1.84
N 0.30 0.40 -1.62
O -0.33 1.26 -2.29
H 0.22 -3.69 -2.31
H -1.64 -1.31 0.48
H -0.02 -1.39 1.07
H -0.95 2.22 -0.01
H -1.07 1.15 1.40
H 2.53 2.46 2.31
```

=====

No. 11
Density functional theory data (wB97M-V/def2-TZVPD) for the molecule C6H7NO in a non-equilibrium geometry.

## Properties
SMILES: C=NOC1C=CC=C1
E_HOMO: -7.9 eV
largest force on an atom: 10.34 eV/A
energy relative to the best compared isomer or geometry (same formula, charge and spin): 165.53 kcal per mole
HOMO-LUMO gap: 8.1215 eV

Structure (XYZ):
```
15
C6H7NO | the Open Molecules 2025 dataset | wB97M-V/def2-TZVPD
C 3.28 0.03 -0.13
N 1.98 -0.56 0.10
O 1.20 0.57 -0.25
C -0.08 0.16 0.31
C -0.80 -0.96 -0.05
C -2.21 -0.88 -0.17
C -2.47 0.50 -0.01
C -1.20 1.19 0.00
H 3.77 1.02 -0.63
H 4.14 -0.60 0.41
H -0.07 0.11 1.38
H -0.06 -1.86 -0.18
H -2.90 -1.73 -0.57
H -3.58 0.74 0.02
H -0.99 2.29 -0.24
```